1.
Molecular formula: C3HNO3
Method: DFT, ωB97M-V with the def2-TZVPD basis set

```
8
Properties=species:S:1:pos:R:3:forces:R:3:mulliken_charge:R:1
C -1.18970 -0.10158 -0.08092 -0.58 -1.63 0.27 -0.2597
C -0.52793 1.04225 0.00205 1.73 2.30 -0.04 0.5964
C 1.47144 -0.41590 0.26890 -0.05 3.48 2.12 0.3020
N -0.64754 -1.34856 -0.07180 -1.66 0.37 0.15 -0.2789
O -0.05999 2.11029 -0.10379 -0.71 -0.93 0.06 -0.3317
O 2.51206 0.09954 0.10112 0.23 -0.96 -0.52 -0.3322
O 0.70195 -1.29601 -0.17249 1.13 -2.72 -2.01 -0.0417
H -2.26030 -0.09001 0.05693 -0.10 0.08 -0.03 0.3458
```
Positions in Å, forces in eV/Å.

The calculation puts the HOMO energy (alpha / beta) at -8.57 / -8.35 eV. As for the charge: 0.

=====

2.
Molecular formula: C3HNO3S
Method: DFT, ωB97M-V with the def2-TZVPD basis set

```
9
Properties=species:S:1:pos:R:3:forces:R:3:mulliken_charge:R:1
C 2.56829 -1.73224 -0.24545 0.83 -0.49 -1.93 0.0380
C 0.41633 -0.72298 -1.12703 -0.58 0.17 0.95 -0.3474
C -1.65770 1.21477 0.13441 -0.18 -0.11 -1.06 0.4956
N -2.18578 1.31755 1.29548 -1.26 1.68 1.98 -0.7466
O 3.10923 -1.24729 -1.24091 -0.28 -0.30 1.59 -0.3973
O 2.81596 -2.59301 0.59396 -0.71 0.93 -0.19 -0.3605
O -1.76625 1.92626 -0.85828 0.53 0.22 -1.09 -0.7206
S -0.60979 -0.44801 0.15242 0.77 -0.12 -0.16 -0.1568
H -2.69030 2.28495 1.29541 0.89 -1.98 -0.09 0.1957
```
Positions in Å, forces in eV/Å.

The calculation puts the HOMO energy (alpha / beta) at 1.64 / 0.89 eV. As for the charge: -2.

=====

3.
Molecular formula: C3HNS
Method: DFT, ωB97M-V with the def2-TZVPD basis set

```
6
Properties=species:S:1:pos:R:3:forces:R:3:mulliken_charge:R:1
C -0.81632 -0.17579 0.16763 4.13 1.34 1.02 0.0447
C -2.01522 -0.01254 -0.47059 -1.21 0.49 0.41 0.5018
C -1.55999 -1.37309 -0.82580 -0.54 -2.09 -0.50 -0.3201
N -0.98549 -1.46650 0.42029 0.61 -0.98 -0.85 -0.2017
S -3.23995 0.68763 0.20952 -2.67 1.52 -0.42 -0.2796
H 0.12276 0.39175 0.13127 -0.30 -0.28 0.34 0.2547
```
Positions in Å, forces in eV/Å.

The calculation puts the HOMO energy (alpha / beta) at -8.87 / -8.87 eV. As for the charge: 0.

=====

4.
Molecular formula: C3HO2Tb
Method: DFT, ωB97M-V with the def2-TZVPD basis set

```
7
Properties=species:S:1:pos:R:3:forces:R:3:mulliken_charge:R:1
C 2.54444 0.78485 1.59480 -0.60 0.06 -0.35 0.1868
H 3.29412 0.57524 2.33791 -0.04 0.20 -0.55 0.4069
C 1.63587 0.97467 0.81817 -1.72 -0.67 2.91 -0.4672
O 0.56620 1.89336 -0.79443 -3.52 0.51 0.69 -0.4546
C 0.26600 1.10215 0.12071 8.53 1.22 -3.45 0.4168
Tb -2.52133 -0.73419 -0.55133 3.31 1.18 0.58 1.6447
O -0.32533 -0.01044 -0.07287 -5.96 -2.51 0.18 -0.7335
```
Positions in Å, forces in eV/Å.

As for the spin multiplicity: 8. The calculation puts the HOMO energy (alpha / beta) at -12.10 / -12.11 eV. As for the charge: +1. The expectation value of S² is 16.551.

=====

5.
Molecular formula: C3HO3
Method: DFT, ωB97M-V with the def2-TZVPD basis set

```
7
Properties=species:S:1:pos:R:3:forces:R:3:mulliken_charge:R:1
C 0.35703 0.11416 -0.89363 -4.09 -0.27 0.27 -0.7363
C 1.37906 0.42563 0.01246 0.07 0.48 -0.04 0.9238
C -1.41735 -0.24312 0.05105 3.63 0.17 -0.48 0.0170
O -1.71688 -1.23349 0.66272 -0.04 0.45 -0.52 -0.4823
O 2.09279 1.18784 0.61876 0.06 -0.22 0.39 -0.6503
O 1.41892 -0.85459 -0.34257 0.69 -0.67 0.57 -0.3255
H -2.11358 0.60357 -0.10878 -0.31 0.07 -0.19 0.2536
```
Positions in Å, forces in eV/Å.

The calculation puts the HOMO energy at -2.83 eV. As for the charge: -1.

=====

6.
Molecular formula: C3HO3
Method: DFT, ωB97M-V with the def2-TZVPD basis set

```
7
Properties=species:S:1:pos:R:3:forces:R:3:mulliken_charge:R:1
C -1.24335 0.72369 0.30137 2.88 1.19 3.27 -0.5497
C -0.69736 1.03326 1.46143 -0.81 0.16 1.22 0.2933
C -1.52966 1.09978 4.24336 -0.87 1.58 0.91 0.7370
O -1.20348 -0.00994 4.26285 -0.81 -2.21 1.75 -0.4127
O -0.35714 1.28393 2.73772 -0.41 0.46 -7.08 -0.6753
O -2.04491 2.11442 4.61253 0.74 -1.08 -0.92 -0.5376
H -0.72718 0.81411 -0.67851 -0.73 -0.11 0.85 0.1450
```
Positions in Å, forces in eV/Å.

The calculation puts the HOMO energy at -3.50 eV. As for the charge: -1.

=====

7.
Molecular formula: C3HO4
Method: DFT, ωB97M-V with the def2-TZVPD basis set

```
8
Properties=species:S:1:pos:R:3:forces:R:3:mulliken_charge:R:1
C 1.34382 -0.32255 -0.13230 0.67 0.77 -1.89 -0.1641
C 0.04084 -0.74632 0.34453 -1.73 0.62 0.57 0.5576
C -1.28144 0.67604 -0.10552 0.61 -1.17 0.10 0.5578
O -0.49586 -1.55046 1.07549 1.13 0.04 -0.60 -0.5500
O -1.16323 1.56559 0.67992 0.45 1.03 0.85 -0.5354
O 1.83047 -0.44676 -1.27615 -0.55 -0.91 0.83 -0.5702
O -2.00774 0.24903 -0.95046 -0.35 -0.38 -0.88 -0.5337
H 1.73314 0.57542 0.36448 -0.24 0.01 1.02 0.2380
```
Positions in Å, forces in eV/Å.

The calculation puts the HOMO energy at -3.27 eV. As for the charge: -1.

=====

8.
Molecular formula: C3HOS3
Method: DFT, ωB97M-V with the def2-TZVPD basis set

```
8
Properties=species:S:1:pos:R:3:forces:R:3:mulliken_charge:R:1
C -1.88760 0.16492 -0.10498 1.23 -0.84 -0.72 -0.1925
C 1.68746 -0.68320 0.27556 -1.15 -2.09 0.09 -0.5025
C 2.02379 0.51753 -0.01517 -0.42 -0.08 -0.15 0.9666
O 2.48592 1.58160 -0.16472 0.69 1.04 -0.14 -0.5058
S -0.45888 0.94829 0.48009 -1.01 -0.40 -0.20 -0.2957
S -3.47191 0.48268 0.11083 -0.53 0.61 0.44 -0.3694
S 1.40356 -2.29576 0.20421 0.43 1.17 0.05 -0.3706
H -1.78233 -0.71606 -0.78583 0.76 0.59 0.62 0.2699
```
Positions in Å, forces in eV/Å.

The calculation puts the HOMO energy at -3.93 eV. As for the charge: -1.

=====

Molar mass values (in Da) by entry order: 99.0 131.1 83.1 228.0 85.0 85.0 101.0 149.2.
Largest force on an atom values (in eV/Å) by entry order: 4.076 2.891 4.458 9.287 4.112 7.103 2.151 2.393.
Relative energy (zero: lowest compared OMol25 entry of this formula, charge and spin) values (in kJ/mol) by entry order: 490.5 401.5 429.9 243.4 381.2 198.3 107.0 118.8.